1.
Entry from OMol25: C18H30CrNO4P2 as an isolated structure at a distorted geometry (wB97M-V/def2-TZVPD).

Summary:
E_tot (eV): -75830.21966
Lowest unoccupied orbital energy (alpha / beta) (eV): -0.064 / -0.099
HOMO level (alpha / beta) (hartree): -0.259 / -0.259
Orbital gap (alpha / beta) (eV): 6.98 / 6.94
Relative energy (zero: lowest compared OMol25 entry of this formula, charge and spin) (kcal per mole): 1.7

Structure (ORCA input):
```
! RIJCOSX wB97M-V def2-TZVPD def2/J DEFGRID3
* xyz 0 4
H -1.2387 -0.1843 4.3837
H 0.7103 -1.3946 -3.5441
H -5.8379 0.5593 -0.4540
C 1.3272 1.5295 -2.7636
H -1.4943 4.4672 -0.7176
H 5.9970 -0.5361 0.6456
H 0.2365 -3.2549 2.2779
C 4.1672 0.2798 1.4823
O 1.1656 -3.4203 0.1608
C -3.8504 1.0682 -1.2092
O -0.7115 -2.6117 -0.8386
H -4.1937 1.7260 -1.9930
N -1.9997 0.1004 -0.0695
C 2.1397 -0.2751 0.2829
C 2.8737 -1.0484 -0.6111
H -2.8658 -1.4007 2.8071
H 0.2028 1.2328 0.7314
H 1.2606 -2.1547 3.2264
H 4.6721 0.7778 2.3194
H 0.2975 0.5819 3.8222
H 0.7036 1.5907 0.3092
C -2.4671 0.8170 -1.1422
H 2.3506 -1.5995 -1.3944
C -4.2497 -0.3968 0.6403
H -0.5820 -0.3520 -4.2986
H 4.8238 -1.7313 -1.2218
C -4.7498 0.4519 -0.3559
H 1.0230 1.9348 -3.7265
C -2.2851 -1.4506 1.8484
H 2.2378 0.9489 -2.9103
C -0.7098 0.2595 3.5271
O 1.0963 3.2777 0.3231
P 0.0446 0.4721 -2.1273
C 0.1840 -3.5027 -0.6221
Cr 0.0367 -0.2186 0.0845
C 4.2681 -1.1344 -0.4894
P -0.5183 -0.9852 2.2246
C 4.9153 -0.4607 0.5554
H -1.2629 1.1241 3.1338
H -2.2554 -2.5197 1.4956
H -0.0018 -4.4818 -1.1066
C 2.7722 0.3716 1.3486
H -1.9284 1.7686 -2.9291
C -0.2244 -0.8380 -3.3701
H 2.0349 3.3070 -0.0761
H -0.9979 -1.5295 -2.9887
C -2.8628 -0.5025 0.7720
H -1.1682 3.1932 -1.7354
H 0.6067 3.6466 -0.4353
H 1.5749 2.3585 -2.1034
H 2.1872 0.9273 2.0889
H -4.8851 -0.9726 1.3361
O -0.9323 4.0868 -1.4218
C 0.2216 -2.4290 3.0019
H -0.3358 -2.6875 3.9149
C -1.5226 1.2140 -2.0889
*
```

---

2.
Entry from OMol25: C4H6LiOPm as an isolated structure at a distorted geometry (wB97M-V/def2-TZVPD).

Summary:
E_tot (eV): -23016.06501
Lowest unoccupied orbital energy (alpha / beta) (eV): -12.226 / -14.002
HOMO level (alpha / beta) (hartree): -0.766 / -0.699
Orbital gap (alpha / beta) (eV): 8.61 / 5.03

Structure (ORCA input):
```
! RIJCOSX wB97M-V def2-TZVPD def2/J DEFGRID3
* xyz 3 6
H 2.4833 1.5103 -2.0867
H 0.3731 2.0315 -0.9190
H -1.6125 -0.7847 2.9045
C 0.6599 0.9872 -1.0851
Pm -2.6670 -3.4157 -0.3464
C -1.6416 -0.8807 1.8031
H -0.8886 1.1369 1.4818
C -1.2269 0.1737 1.1021
H 2.1037 -0.3371 -1.9156
C 1.8521 0.7067 -1.6992
Li 2.5175 0.7965 0.6149
O -1.8869 -2.1040 1.3661
H -0.0662 0.1792 -1.2205
*
```

---

3.
Entry from OMol25: a 2-piece molecular cluster, C5H12NO2 overall at a distorted geometry (wB97M-V/def2-TZVPD).

Summary:
E_tot (eV): -10954.57053
Lowest unoccupied orbital energy (alpha / beta) (eV): -4.927 / -4.926
HOMO level (alpha / beta) (hartree): -0.473 / -0.473
Orbital gap (alpha / beta) (eV): 7.95 / 7.95
Relative energy (zero: lowest compared OMol25 entry of this formula, charge and spin) (kcal per mole): 93.4

Structure (ORCA input):
```
! RIJCOSX wB97M-V def2-TZVPD def2/J DEFGRID3
* xyz 1 1
H -2.7986 0.4452 1.2766
C 1.4323 -2.0778 -0.1300
H -2.7299 -0.7634 -1.2394
H 1.9994 -2.8683 0.4755
H -0.5940 0.8060 -1.0099
O -3.0405 0.4500 0.3563
C -0.2013 -0.1057 -0.5918
O 1.4467 1.4668 0.2042
C -2.5074 -0.6293 -0.2358
C 1.0095 0.1991 0.0486
H 0.3953 -2.1085 0.0379
H 1.7230 -2.2661 -1.1821
H -2.2968 -1.3872 0.4534
H 1.1327 3.1350 1.1571
H -0.3694 2.3819 0.8124
H -0.2901 -0.9559 -1.2190
H 0.4375 3.1254 -0.6040
C 0.6115 2.6005 0.3944
H 2.7860 -0.6668 0.7065
N 1.8541 -0.7809 0.2891
*
```

---

4.
Entry from OMol25: C22H11Cl8N4O3ReS as an isolated structure (wB97M-V/def2-TZVPD).

Summary:
E_tot (eV): -148235.27248
Lowest unoccupied orbital energy (alpha / beta) (eV): -4.907 / -5.768
HOMO level (alpha / beta) (hartree): -0.422 / -0.428
Orbital gap (alpha / beta) (eV): 6.58 / 5.88
Relative energy (zero: lowest compared OMol25 entry of this formula, charge and spin) (kcal per mole): 6.9

Structure (ORCA input):
```
! RIJCOSX wB97M-V def2-TZVPD def2/J DEFGRID3
* xyz 1 2
H 0.3656 2.5076 -4.4640
C 1.6032 0.7635 -0.3360
C -0.3996 -2.6777 1.2923
Cl -7.5741 -1.4399 0.1394
C 3.7228 -0.5071 -0.5548
H 3.1740 -1.4148 -0.3409
C -3.2288 -0.1823 0.6750
N 1.6782 -0.7195 3.9697
Cl -0.1313 -5.3283 0.8667
H 5.6014 -1.4986 -0.7969
C 5.0840 -0.5489 -0.8056
C 1.0452 1.6692 -2.6125
Cl -5.5083 -1.9913 -2.1169
H 1.1368 -0.9195 4.7921
C -1.5618 1.7774 -1.8033
O -2.1851 3.1767 1.4469
C 3.0572 0.7152 -0.5797
S -0.6025 0.2771 3.0091
C -1.8180 2.1342 1.2259
Cl 2.1194 -3.5415 1.2428
H 6.8477 0.5864 -1.2479
C -3.6954 -0.8275 -0.4790
C 5.7831 0.6233 -1.0607
Cl 0.5712 -3.4349 -1.1931
H -2.0095 2.6490 -3.6937
H 2.0856 1.6124 -2.8960
Cl -6.6868 -0.0033 2.7381
O -0.6657 -2.8073 2.4505
C -4.2055 0.0605 1.6554
H 5.6680 2.7568 -1.2637
C -5.0151 -1.2213 -0.6668
C 0.6611 1.2379 -1.3547
N 1.0262 0.4214 0.7669
N 1.8012 -0.0465 1.7896
H 3.2386 2.8430 -0.8487
Cl -2.5725 -1.1567 -1.7661
Cl -3.8025 0.9082 3.1135
C 0.4859 -3.7189 0.5504
C 3.7558 1.8907 -0.8434
C -1.2345 2.2480 -3.0576
H 2.6504 -0.9818 3.9466
C -5.5360 -0.3276 1.5099
O -0.7504 -1.6547 0.5328
Re -1.1291 0.2385 0.8234
N -0.6409 1.2560 -0.9797
C 5.1217 1.8431 -1.0743
C 1.1100 -0.2237 2.8740
C -5.9426 -0.9744 0.3431
C 0.0840 2.1716 -3.4754
H -2.5823 1.7802 -1.4431
*
```

---

5.
Entry from OMol25: an isolated ion of composition C3H10NO and charge +1 at a distorted geometry (wB97M-V/def2-TZVPD).

Summary:
E_tot (eV): -6802.54159
Lowest unoccupied orbital energy (eV): -3.909
HOMO level (hartree): -0.546
Orbital gap (eV): 10.95
Relative energy (zero: lowest compared OMol25 entry of this formula, charge and spin) (kcal per mole): 40.8
SMILES: C[C@H](O)C[NH3+]

Structure (ORCA input):
```
! RIJCOSX wB97M-V def2-TZVPD def2/J DEFGRID3
* xyz 1 1
H 0.3148 0.3525 -2.0731
H 0.9824 -1.6497 0.1235
H 1.0906 1.1435 -0.0683
N -0.1108 1.1731 -1.7070
C 0.0059 0.9096 -0.2920
H -0.4263 1.6519 0.3485
C -0.3757 -0.4624 0.5040
H 1.2730 -0.6418 1.9928
H 0.2406 0.6890 2.1036
O 0.1093 -1.5159 -0.3101
C 0.1985 -0.3691 1.9312
H -0.3062 -1.0103 2.6655
H -1.0061 1.2737 -2.1121
H 0.3640 2.0459 -2.1103
H -1.5980 -0.4080 0.7008
*
```

---

6.
Entry from OMol25: C19H38BBeN2O13 as an isolated structure at a distorted geometry (wB97M-V/def2-TZVPD).

Summary:
E_tot (eV): -50991.26623
Lowest unoccupied orbital energy (eV): -3.372
HOMO level (hartree): -0.410
Orbital gap (eV): 7.78
Relative energy (zero: lowest compared OMol25 entry of this formula, charge and spin) (kcal per mole): 18.8

Structure (ORCA input):
```
! RIJCOSX wB97M-V def2-TZVPD def2/J DEFGRID3
* xyz 1 1
H -0.0665 0.3229 -4.6240
O -5.9793 0.7014 0.2880
C -0.9565 -1.0436 2.4651
H -0.2523 -3.8623 -2.2298
H 1.6250 -3.4620 0.7598
H 2.6572 3.6719 2.5295
H 3.9192 -2.4421 1.4533
H -0.1743 1.5304 1.8556
C -2.7332 0.0685 0.2657
H -1.4203 -2.8860 0.5067
C 1.6008 1.0969 3.4358
O -0.1572 -1.5490 1.4125
C -0.1755 -2.7933 -1.9849
O -8.2191 0.3405 0.3712
C 3.4264 -1.4833 1.6359
H 4.4837 0.5367 -2.2178
N 0.9329 -2.6307 -1.0306
H -0.7212 -2.3648 -3.9685
H -1.3405 3.6261 -1.4121
H -2.0198 -1.1716 2.2391
H 2.4690 1.2185 4.0852
O 2.9460 -0.8854 0.4341
C 0.6889 -3.4037 0.2039
C 0.9329 2.7074 -2.0325
H 2.5426 -1.6392 2.2492
O -1.6987 -0.2255 -0.3007
H 3.1767 1.8857 -0.9510
H 1.6574 -3.2317 -1.4163
H 3.0996 -0.5914 -2.3950
C -0.7634 0.1898 -3.7894
H 2.8132 2.4161 -2.9405
H 0.7588 1.5239 3.9841
C -0.4697 -2.8888 1.0426
H -0.5136 -3.4857 1.9560
H 1.3036 3.5145 -1.3961
C -6.7115 -0.9382 1.7665
O -3.8713 -0.5013 0.1247
C 3.6115 0.1036 -1.7270
C 1.7659 1.7514 2.0633
O -4.1101 1.1486 1.7884
H 4.5057 -1.5234 -0.7672
H 2.6241 1.3891 1.4999
H 0.4897 3.1097 -2.9498
H 0.9687 -2.1438 -3.6802
H -0.7025 -0.0217 2.7249
Be 0.7592 -0.2375 -0.4806
C 4.0175 -0.5959 -0.4508
C 2.0237 1.7879 -2.5137
H 1.4109 0.0333 3.2927
O -1.9697 1.8159 1.8445
C -0.0160 -1.9736 -3.2335
C -7.1049 0.0760 0.6849
C -2.8755 1.1528 1.3877
C -1.1601 2.6833 -0.8843
O -0.2463 -0.6506 -2.7609
O -5.3852 -0.9264 1.8813
H -1.1337 -2.6711 -1.4806
N 2.6164 1.1221 -1.3206
H -1.0478 2.9522 0.1642
H 4.1761 -0.8627 2.1310
C 1.7477 3.2654 2.0805
O 0.5950 1.3275 1.2959
H -1.6631 -0.1938 -4.2740
O -0.0557 1.9444 -1.3656
O -7.4600 -1.6377 2.3757
H 1.7145 1.1395 -3.3317
H 0.4933 -4.4498 -0.0584
H -2.0533 2.1005 -1.1049
H 4.7489 0.0177 0.0842
H -0.9824 1.1925 -3.4309
H 0.9474 3.7335 2.6580
H -0.8260 -1.6440 3.3729
B -4.8537 0.1387 1.0350
H 1.6400 3.6750 1.0748
*
```